(1)
Here is C2H4N4 in the gas phase from the Open Molecules 2025 dataset. Energies are from ωB97M-V/def2-TZVPD.

Computed properties:
Lowest unoccupied orbital energy   0.03478 Eh
HOMO   -8.29 eV
SMILES   [H]/N=N/N1C=C1N
Energy above the lowest of the compared OMol25 structures with the same formula, charge and spin   488.8 kJ/mol
Energy   -8094.248 eV

Geometry as ORCA input:
```
! RIJCOSX wB97M-V def2-TZVPD def2/J DEFGRID3
* xyz 0 1
H 0.99621 -2.59370 0.00260
N 0.56623 -1.66996 -0.11204
N 1.48416 -0.88428 -0.38116
N 0.97330 0.40730 -0.66023
C 0.73522 1.26098 0.53236
C -0.30108 0.66572 0.04716
N -1.59240 0.36662 -0.18780
H 1.28343 2.03919 1.03354
H -1.81588 -0.61088 -0.28411
H -2.32920 1.01900 0.00968
*
```

---

(2)
Here is a molecular structure, C49H49BF6IN8O3PSr from the Open Molecules 2025 dataset. Energies are from ωB97M-V/def2-TZVPD.

Computed properties:
Lowest unoccupied orbital energy (alpha / beta)   0.05834 / 0.03130 Eh
HOMO (alpha / beta)   -4.26 / -4.26 eV
Energy above the lowest of the compared OMol25 structures with the same formula, charge and spin   1122.5 kJ/mol
Energy   -104876.205 eV

Geometry as ORCA input:
```
! RIJCOSX wB97M-V def2-TZVPD def2/J DEFGRID3
* xyz -1 2
Sr 0.94199 0.45398 -0.79649
C -2.03470 -2.96999 -0.96667
C -2.89067 -1.82126 -1.42083
C -4.11796 -1.82765 -2.10517
C -4.51849 -0.51571 -2.11599
N -3.59509 0.21862 -1.45099
N -2.56198 -0.58293 -1.06896
B -3.60542 1.77772 -1.33874
N -3.09594 2.25334 0.06019
C -3.51433 1.78105 1.25441
C -2.80889 2.41642 2.24419
C -1.93749 3.27974 1.54722
C -0.82928 4.09844 2.11277
N -2.11413 3.16098 0.23549
N -2.74735 2.30218 -2.51768
C -2.93798 3.41377 -3.23790
C -2.05847 3.39427 -4.28730
C -1.33403 2.19363 -4.13581
C -0.29903 1.67514 -5.08805
N -1.73905 1.52509 -3.04264
N -5.05830 2.32397 -1.45060
C -5.78503 2.97714 -0.51380
C -7.02739 3.24361 -1.04325
C -6.97351 2.71352 -2.34759
C -8.03678 2.71750 -3.40322
N -5.79153 2.16768 -2.57749
H -1.72932 -3.59020 -1.80846
H -2.57286 -3.58202 -0.23386
H -1.15601 -2.51415 -0.52788
H -4.62692 -2.67770 -2.53590
H -5.38718 -0.04816 -2.54443
H -4.28070 1.02257 1.31824
H -2.88610 2.30226 3.31481
H -1.13547 4.71130 2.96433
H -0.37983 4.73850 1.35655
H -0.05502 3.43922 2.49920
H -3.69015 4.14037 -2.96947
H -1.95469 4.13397 -5.06734
H -0.66212 0.77497 -5.58357
H 0.58874 1.39139 -4.53744
H -0.06253 2.44240 -5.82919
H -5.38298 3.22025 0.45341
H -7.84886 3.74678 -0.55797
H -8.96024 3.15055 -3.02009
H -8.23636 1.70026 -3.74441
H -7.70858 3.29773 -4.26782
O -0.30122 0.73298 0.77493
C 0.69606 0.57290 1.50614
C 0.91863 0.10082 2.86557
C 0.14759 -0.08787 4.00615
C 0.82926 -0.51950 5.14425
C 2.19835 -0.76765 5.13897
C 2.96697 -0.58535 3.97817
C 2.30854 -0.16091 2.85372
P 2.45435 0.62649 1.21038
C 3.63119 1.88983 1.89618
C 3.10990 2.70832 2.91055
C 3.84469 3.77311 3.40113
C 5.11921 4.01889 2.90385
C 5.67054 3.17064 1.96409
C 4.93323 2.10349 1.45653
C 3.50181 -0.44095 0.18071
C 4.20913 0.06402 -0.91890
C 5.11248 -0.72573 -1.60756
C 5.35818 -2.01469 -1.16382
C 4.71831 -2.50303 -0.03332
C 3.80300 -1.72348 0.65352
H -0.91653 0.10795 4.00492
H 0.28038 -0.66733 6.06676
H 2.68631 -1.08823 6.05092
H 4.03406 -0.77051 3.97616
H 2.12563 2.49421 3.30234
H 3.42158 4.41094 4.16613
H 5.67956 4.87263 3.26417
H 6.67376 3.34203 1.59487
H 5.37053 1.45351 0.72073
H 4.03783 1.06615 -1.22181
H 5.62832 -0.31079 -2.46336
H 6.06268 -2.64374 -1.69432
H 4.94366 -3.49842 0.32865
H 3.30825 -2.08942 1.53536
I 0.37375 -1.43640 -3.21741
C 0.03498 -8.80190 0.18651
C 0.11017 -7.35527 0.59339
C -0.52243 -6.89925 1.74392
C -0.45170 -5.57156 2.13046
C -1.20577 -5.15896 3.37654
C 0.29146 -4.65414 1.35455
C 0.44943 -3.30313 1.91111
O 1.11595 -2.36201 1.51851
C 0.89566 -5.09383 0.15831
C 1.66417 -4.21269 -0.77396
C 0.78894 -6.43616 -0.18998
H -0.60663 -9.36798 0.86048
H 1.02948 -9.25351 0.19522
H -0.35428 -8.89174 -0.82894
H -1.08842 -7.59639 2.35244
H -1.79352 -5.99830 3.74472
H -1.88815 -4.33296 3.17258
H -0.53162 -4.84972 4.17821
H -0.08513 -3.15555 2.86500
H 1.36082 -3.18017 -0.74214
H 1.53565 -4.54569 -1.80189
H 2.72933 -4.26949 -0.53355
H 1.25579 -6.76314 -1.11431
C 1.93742 2.23991 -0.26009
C 2.02594 2.58361 -1.75283
O 1.72579 1.51882 -2.45778
C 3.53178 3.14012 -2.12178
F 3.62915 4.33610 -2.71650
F 4.13731 2.28422 -2.95333
F 4.32853 3.25183 -1.01999
C 1.13948 3.87411 -1.95620
F 1.14777 4.31293 -3.21551
F -0.11617 3.66639 -1.60930
F 1.61465 4.86935 -1.13788
H 2.49369 1.25460 -0.31703
H 0.92230 2.06834 0.07564
H 2.40619 3.00771 0.32624
*
```

---

(3)
Here is 2 unconnected molecules or ions with the total composition CH2Cl2O3S from the Open Molecules 2025 dataset. Energies are from ωB97M-V/def2-TZVPD.

Computed properties:
Lowest unoccupied orbital energy (alpha / beta)   -0.12750 / -0.09554 Eh
HOMO (alpha / beta)   -9.46 / -9.84 eV
Energy above the lowest of the compared OMol25 structures with the same formula, charge and spin   311.1 kJ/mol
Energy   -43085.708 eV

Geometry as ORCA input:
```
! RIJCOSX wB97M-V def2-TZVPD def2/J DEFGRID3
* xyz 0 1
C 1.77130 -0.35661 0.31117
O -1.68614 1.19213 -1.78679
O -0.72503 1.43310 0.49432
O -1.89806 -0.73131 -0.34372
S -0.82357 0.66688 -0.81892
Cl 1.21819 0.59733 1.56433
Cl -1.36344 -1.63366 0.95863
H 2.14734 0.23252 -0.59390
H 1.35942 -1.40037 0.21487
*
```

---

(4)
Here is CH8N6 in the gas phase from the Open Molecules 2025 dataset. Energies are from ωB97M-V/def2-TZVPD.

Computed properties:
Lowest unoccupied orbital energy   0.03446 Eh
HOMO   -8.98 eV
SMILES   [H]/N=C(\N)N(N)NN
Energy above the lowest of the compared OMol25 structures with the same formula, charge and spin   83.1 kJ/mol
Energy   -10105.003 eV

Geometry as ORCA input:
```
! RIJCOSX wB97M-V def2-TZVPD def2/J DEFGRID3
* xyz 0 1
H -2.06284 1.35921 -0.44093
N -1.11560 1.00370 -0.51845
C -0.93303 -0.15489 -0.03999
N -1.82601 -0.94027 0.62816
N 0.37122 -0.74320 -0.05331
N 0.85489 -0.87516 -1.36501
N 1.29133 -0.05314 0.81968
N 1.46449 1.33497 0.65128
H -1.57837 -1.90892 0.75119
H -2.80769 -0.71863 0.57637
H 1.70754 -1.42394 -1.31790
H 1.05330 0.03049 -1.79778
H 0.96404 -0.21906 1.77170
H 0.57033 1.81984 0.50460
H 2.04641 1.48899 -0.16961
*
```

---

no.,molar mass (g/mol)
1,84.08
2,1168.28
3,165.00
4,104.12